one.
A molecular structure, CH2NO2, computed with wB97M-V/def2-TZVPD.

As for the charge: -1. Its HOMO energy is -1.66 eV.

Last column: Mulliken charge in e.
Element x y z (Å)
O -1.800 -0.718 -0.290  -0.523
O -0.278 1.019 -0.207  -0.335
N -1.102 -0.042 0.494  -0.070
C 0.736 0.064 -0.041  -0.499
H 1.514 0.398 0.758  0.162
H 0.930 -0.721 -0.714  0.264

two.
2 unconnected molecules or ions with the total composition CH2NO2, computed with wB97M-V/def2-TZVPD.

As for the charge: -1. Its HOMO energy (alpha / beta) is -2.37 / -2.37 eV.

Last column: Mulliken charge in e.
Element x y z (Å)
O -1.114 0.443 -1.139  -0.430
O -1.506 -0.863 0.675  -0.402
N 1.357 -0.168 0.287  -0.766
C -1.007 -0.181 -0.146  0.433
H 1.127 0.240 -0.668  0.102
H 1.142 0.530 0.990  0.062

Energy above the most stable structure, in eV: one 4.257; two 0.000

one.
A gas-phase ion, C4H9N4 (charge +1), computed with wB97M-V/def2-TZVPD.

As for the charge: +1. The SMILES is C/C=N/N=C\N=[NH+]\C. Its HOMO energy (alpha / beta) is -13.63 / -13.63 eV.

Last column: Mulliken charge in e.
Element x y z (Å)
N -2.000 1.041 0.074  -0.444
N 0.233 1.877 -0.049  -0.438
N 1.009 0.946 -0.301  0.299
N -1.642 -0.229 0.138  0.229
C 2.841 -0.357 0.424  -0.901
C -2.529 -1.360 -0.172  -0.717
C -1.100 1.979 0.107  0.097
C 1.906 0.163 -0.698  -0.124
H 2.665 -0.132 1.477  0.320
H -1.809 -2.183 -0.276  0.316
H 2.083 -0.231 -1.628  0.499
H 2.717 -1.404 0.257  0.311
H -0.697 -0.483 0.471  0.256
H 3.856 0.152 0.203  0.327
H -2.902 -1.119 -1.107  0.325
H -3.271 -1.634 0.607  0.274
H -1.359 2.973 0.475  0.371

two.
2 unconnected molecules or ions with the total composition C4H9N4, computed with wB97M-V/def2-TZVPD.

As for the charge: +1. Its HOMO energy is -12.23 eV.

Last column: Mulliken charge in e.
Element x y z (Å)
N -0.538 -1.023 3.909  -0.501
N -1.421 1.145 -2.424  -0.813
N 2.468 -1.868 0.251  -0.441
N 0.758 1.221 -0.839  -0.332
C 0.651 -0.883 1.631  -0.575
C 1.120 0.139 -0.266  -0.101
C 0.090 -1.076 2.720  0.832
C 1.534 -0.908 0.432  0.264
H 1.046 2.111 -0.347  0.282
H -0.719 1.130 -3.171  0.329
H -1.965 0.358 -2.341  0.221
H -0.809 -2.026 4.067  0.307
H 2.588 -2.606 0.928  0.237
H -0.101 1.211 -1.568  0.495
H 3.159 -1.884 -0.613  0.264
H -2.035 1.903 -2.629  0.239
H -0.075 -0.322 4.571  0.292

Energy above the most stable structure, in eV: one 1.253; two 0.000

one.
A gas-phase ion, C6H12N3O2 (charge +1), computed with wB97M-V/def2-TZVPD.

As for the charge: +1. The SMILES is NC(=O)[C@@H](/C(N)=[NH+]/O)C1CC1. Its HOMO energy is -13.87 eV.

Last column: Mulliken charge in e.
Element x y z (Å)
O 2.300 -0.003 0.807  -0.586
O 1.498 2.547 -2.071  -0.482
N 1.281 1.517 -1.199  0.149
N 1.037 -0.086 2.724  -0.352
N -0.628 2.639 -0.497  -0.381
C 0.007 0.519 0.560  0.457
C 0.242 1.647 -0.391  -0.052
C -0.979 -1.930 0.288  -0.831
C 0.424 -1.918 -0.297  -0.378
C -0.395 -0.696 -0.340  -0.483
C 1.262 0.169 1.403  0.122
H 2.368 2.477 -2.496  0.380
H -1.170 -1.845 1.348  0.214
H 0.729 -2.409 -1.225  0.338
H 1.199 -1.998 0.561  0.164
H 0.235 -0.021 3.190  0.162
H -1.668 -2.510 -0.189  0.350
H -0.593 3.257 -1.324  0.253
H 1.965 -0.290 3.274  0.317
H -0.674 -0.334 -1.266  0.613
H -0.819 0.924 1.274  0.520
H 1.859 0.675 -1.117  0.280
H -1.379 2.685 0.148  0.224

two.
A gas-phase ion, C6H12N3O2 (charge +1), computed with wB97M-V/def2-TZVPD.

As for the charge: +1. The SMILES is CO/C=N/C=C\C(=N\[NH3+])OC. Its HOMO energy is -12.12 eV.

Last column: Mulliken charge in e.
Element x y z (Å)
O -2.247 0.312 0.306  -0.472
O 3.254 0.569 0.402  -0.285
N -0.129 0.825 0.296  -0.397
N 1.793 -1.161 0.420  -0.412
N -0.722 2.165 0.143  -0.367
C 2.367 -0.136 0.868  0.328
C 3.635 0.154 -1.001  -0.753
C -0.620 -1.449 0.506  -0.611
C -3.260 -0.620 0.034  -0.822
C 0.684 -1.850 0.775  -0.403
C -1.014 -0.110 0.319  1.093
H -3.100 -1.036 -0.948  0.409
H 4.682 0.594 -1.159  0.238
H 0.051 2.807 0.329  0.314
H 2.249 0.148 1.881  0.485
H 0.974 -2.936 0.834  0.323
H 3.442 -0.826 -1.084  0.413
H -3.358 -1.365 0.866  0.308
H -1.290 -2.260 0.706  0.283
H 2.906 0.636 -1.790  0.242
H -4.248 -0.093 -0.036  0.249
H -0.971 2.363 -0.964  0.398
H -1.676 2.032 0.459  0.436

Energy above the most stable structure, in eV: one 0.000; two 2.363

one.
A single C9H17N3O5 molecule, computed with wB97M-V/def2-TZVPD.

The SMILES is C[C@@H](O)[C@H](NC(=O)[C@@H](N)CCC(N)=O)C(=O)O. Its HOMO energy is -9.20 eV.

Last column: Mulliken charge in e.
Element x y z (Å)
O 0.898 -0.300 2.183  -0.688
O -2.701 0.619 -0.602  -0.444
O -2.614 -0.409 -2.562  -0.544
O -1.647 -3.234 -1.488  -0.555
O -0.080 1.174 -1.822  -0.665
N 3.012 -0.710 2.597  -0.417
N 1.828 2.909 -1.121  -0.756
N 0.043 -0.260 -0.247  0.001
C -1.241 -2.391 -0.380  -0.109
C 1.451 2.253 1.231  -0.940
C 1.995 0.118 2.374  0.510
C -2.123 -0.208 -1.517  0.091
C -0.987 -0.978 -1.040  0.276
C -2.361 -2.414 0.789  -1.188
C 1.677 1.729 -0.205  0.561
C 2.341 1.569 2.297  -0.461
C 0.426 0.903 -0.770  0.111
H 2.821 -1.670 2.727  0.247
H -0.151 -0.511 0.734  0.434
H 1.980 2.047 3.176  0.292
H -3.403 -2.181 0.417  0.304
H -0.417 -0.992 -1.985  0.327
H 1.546 2.639 -2.063  0.251
H 0.351 2.171 1.287  0.376
H -2.219 -1.623 1.571  0.280
H 2.538 0.969 -0.397  0.281
H -2.420 -3.260 1.400  0.458
H -0.268 -2.849 0.046  0.233
H 2.817 3.209 -1.119  0.248
H 1.661 3.407 1.283  0.366
H -3.363 1.030 -1.207  0.332
H -0.904 -3.557 -2.000  0.338
H 3.476 1.755 2.143  0.267
H 3.865 -0.451 3.029  0.185

two.
A single C9H17N3O5 molecule, computed with wB97M-V/def2-TZVPD.

The SMILES is C[C@@H](O)[C@H](N)C(=O)N[C@@H](CCC(N)=O)C(=O)O. Its HOMO energy is -9.37 eV.

Last column: Mulliken charge in e.
Element x y z (Å)
O 3.295 -0.561 -1.996  -0.648
O 2.110 -0.547 2.346  -0.633
O -0.929 2.866 0.306  -0.460
O -4.250 0.422 -0.823  -0.527
O 0.859 2.241 -0.876  -0.643
N 1.323 -2.039 -0.691  -0.547
N 0.421 -0.147 1.067  -0.032
N -4.763 -1.666 -0.370  -0.382
C 2.821 -0.202 -0.685  1.059
C 2.305 -1.444 0.112  -0.059
C -0.418 0.464 0.046  0.271
C 1.628 -0.774 1.283  0.152
C -2.817 -0.679 0.584  -1.175
C -1.861 0.503 0.539  -1.200
C 4.025 0.329 0.026  -1.379
C -4.012 -0.591 -0.367  0.540
C -0.075 1.910 -0.149  0.410
H -2.168 -1.462 0.425  0.511
H 0.193 0.395 1.914  0.248
H 3.659 1.110 0.733  0.345
H 1.602 -2.363 -1.642  0.208
H 4.770 -0.338 0.512  0.282
H -0.601 3.820 0.247  0.396
H -0.224 -0.067 -0.879  0.453
H -5.608 -1.654 -0.978  0.265
H 1.908 0.498 -0.704  -0.287
H 3.066 -2.127 0.531  0.459
H 2.557 -0.487 -2.605  0.376
H -2.312 1.320 0.014  0.659
H -4.658 -2.388 0.316  0.206
H 1.142 -2.986 -0.323  0.238
H -1.742 0.774 1.589  0.250
H -3.392 -0.686 1.486  0.359
H 4.693 1.128 -0.671  0.286

Energy above the most stable structure, in eV: one 0.000; two 0.911